10 unconnected molecules or ions with the total composition C3H25NO10S2 in a non-equilibrium geometry, computed with ωB97M-V/def2-TZVPD.

Calculated values
- calculated total energy (eV) = -47153.2004
- LUMO energy (eV) = 0.1
- relative energy (zero: lowest compared OMol25 entry of this formula, charge and spin) (kcal per mole) = 0.0
- maximum force (eV/Å) = 1.70

```
! RIJCOSX wB97M-V def2-TZVPD def2/J DEFGRID3
* xyz 0 1
S 3.26243 -1.17631 2.86790
S 2.93507 0.86731 2.74840
O -1.42977 -3.44071 -3.48345
O -0.28771 -0.98456 4.30363
O -1.48588 -2.41540 -0.32193
O -0.67043 0.68404 -2.35182
O -0.79675 3.62151 -1.55053
O -2.47677 4.44078 0.66781
O 0.66389 -3.21985 -1.88323
O -1.02167 2.35450 1.47733
O -2.67305 -1.04935 -4.40439
O -3.61135 -1.46875 -1.68142
N 0.73091 0.95286 -0.62233
C 1.78637 0.46719 0.23020
C 0.36487 0.35476 -1.78592
C 1.48368 0.96841 1.65823
H -2.15169 -0.30443 -4.05990
H 2.80356 0.77612 -0.03627
H -4.32961 -1.31579 -1.05983
H -1.99209 4.43332 -0.17430
H 0.44699 -1.60423 4.17027
H -0.73679 3.14681 1.00802
H -1.65372 -2.55705 -3.84211
H 3.45442 -1.39250 1.57210
H 0.63849 0.38802 2.01459
H 1.93506 -0.61919 0.29284
H -0.76612 -2.84670 -0.81674
H -3.11120 3.72452 0.55346
H 0.95742 -4.13243 -1.80037
H -0.01776 1.43096 -0.14051
H -1.23922 -1.57922 0.07910
H 1.00335 -0.39913 -2.25001
H -3.41887 -0.99843 -3.78762
H 1.09856 1.98849 1.71836
H -0.06195 -3.23619 -2.56644
H -2.83976 -1.72210 -1.12153
H -0.79733 4.05416 -2.40724
H -1.28072 2.78644 -1.59670
H -1.74851 2.65808 2.02865
H -2.07088 -3.41011 -2.75400
H -0.01861 -0.39542 3.58430
*
```


10 unconnected molecules or ions with the total composition C3H25NO12 in a non-equilibrium geometry, computed with ωB97M-V/def2-TZVPD.

Calculated values
- calculated total energy (eV) = -29574.2982
- LUMO energy (eV) = 0.2
- relative energy (zero: lowest compared OMol25 entry of this formula, charge and spin) (kcal per mole) = 83.1
- maximum force (eV/Å) = 18.34

```
! RIJCOSX wB97M-V def2-TZVPD def2/J DEFGRID3
* xyz 0 1
O -0.62781 3.05980 1.14883
O 2.13005 -0.50759 1.91075
O -2.95478 -1.05903 -2.25117
O -2.94906 1.71412 -0.93420
O -1.39291 -2.95177 1.08758
O -0.27750 2.60206 -1.24006
O -0.97218 1.58594 3.41846
O -0.84482 -2.56288 -1.56330
O 2.71917 -0.99586 -0.14685
O -1.05476 -0.36138 1.59645
O 1.36979 -0.89411 -3.06512
O 1.01262 -2.87459 1.95993
N 1.75992 1.08887 0.28404
C 0.42554 1.51826 -1.72185
C 2.17050 -0.14810 0.75659
C 1.79331 1.62149 -1.02186
H -0.87858 -3.21672 1.74645
H -3.18305 -1.88638 -2.61928
H -2.03601 -1.06210 -2.11489
H -0.01468 0.56027 -1.30856
H -1.27692 -0.14502 2.50415
H -0.62625 -3.45639 -1.73197
H 2.59857 -0.72815 -1.09979
H -0.44387 0.33801 1.18628
H -1.06709 2.09156 2.70566
H 0.41913 1.42062 -2.88704
H -1.12382 -2.64146 -0.67028
H 1.41591 -1.23370 -3.86557
H 1.78559 -2.57537 2.44640
H -1.39723 -2.05040 1.24600
H -3.46860 1.66261 -0.05480
H 1.57640 1.79067 1.14812
H 0.70268 -1.38630 -2.69131
H -1.37621 3.65107 1.02811
H 2.61702 1.32608 -1.81112
H 1.28679 -2.73207 1.11715
H -1.18578 2.64297 -1.53520
H -0.47777 1.67628 4.01078
H 2.05277 2.77566 -0.99221
H -0.63636 2.65699 0.32607
H -3.18083 0.91164 -1.51896
*
```


11 unconnected molecules or ions with the total composition C3H28NO11S2 in a non-equilibrium geometry, computed with ωB97M-V/def2-TZVPD.

Calculated values
- calculated total energy (eV) = -49243.1546
- LUMO energy (eV) = -2.5
- relative energy (zero: lowest compared OMol25 entry of this formula, charge and spin) (kcal per mole) = 0.0
- maximum force (eV/Å) = 2.15

```
! RIJCOSX wB97M-V def2-TZVPD def2/J DEFGRID3
* xyz 1 1
S 0.11610 0.44056 4.04928
S 1.72774 -0.42601 4.78557
O -3.43801 -1.97502 -1.36628
O -3.86563 0.14776 0.40600
O 0.81492 -2.96297 2.07385
O -2.65131 2.30602 -1.22873
O 4.26443 -1.34893 -0.55528
O -0.93336 -3.23983 -0.35153
O -1.75177 0.07753 -2.59526
O -0.70673 3.02297 0.68624
O 2.21886 2.73106 -0.48569
O 0.75942 -0.24942 -0.98152
O 0.66364 -0.07573 -4.04683
N 2.31820 0.44417 0.85376
C 0.99485 -0.03689 1.34105
C 0.18624 -0.34843 0.07791
C 0.40411 0.96522 2.34542
H -3.63865 -1.20124 -0.81683
H -4.22933 0.00942 1.28763
H 2.14596 0.77921 -0.11177
H 1.13238 -0.97405 1.88562
H -4.08235 -1.98711 -2.07906
H -0.90419 -0.40832 0.09407
H 5.11055 -1.64629 -0.22617
H 3.75227 -2.06712 -0.92955
H -0.92848 3.94791 0.56749
H 2.97347 3.29755 -0.68667
H -0.53375 1.36413 1.97057
H -0.84065 0.19491 -2.88915
H -2.59470 2.94842 -1.94439
H -2.03017 -0.74944 -2.19697
H -2.35968 1.47879 -1.68275
H 0.97670 1.89153 2.23672
H 0.14496 -0.22937 -4.84123
H 2.69779 1.27217 1.29449
H 1.59786 3.35975 -0.09036
H 1.43612 -3.66544 2.27219
H 2.97433 -0.28200 0.53809
H -3.82628 1.11183 0.33692
H -1.11258 -3.87589 -1.04308
H 0.22435 -3.20512 1.34777
H 1.20622 -0.86702 -3.97843
H -1.77744 -2.88379 -0.05556
H 2.70723 0.46598 4.49559
H -1.34363 2.44853 0.23685
*
```


12 unconnected molecules or ions with the total composition C3H29O12 in a non-equilibrium geometry, computed with ωB97M-V/def2-TZVPD.

Calculated values
- calculated total energy (eV) = -28153.6866
- LUMO energy (eV) = 2.7
- relative energy (zero: lowest compared OMol25 entry of this formula, charge and spin) (kcal per mole) = 1.2
- maximum force (eV/Å) = 3.55

```
! RIJCOSX wB97M-V def2-TZVPD def2/J DEFGRID3
* xyz -1 1
O 1.50436 -0.96623 -1.96210
O -3.56524 -1.47280 2.23031
O 0.00546 -0.39225 0.16259
O -0.30688 -0.66950 2.81004
O -1.02061 -1.12199 -3.29483
O 2.42426 0.09794 1.25713
O -1.51130 -2.43749 -0.19137
O -2.30768 1.04912 3.56569
O 1.81546 2.76401 1.49845
O 3.73790 0.63764 -1.15200
O 1.27024 0.64747 -4.66035
O 1.38873 -2.82069 0.83741
C -0.56399 0.92722 0.03366
C 0.32347 1.68613 -0.96904
C -2.03871 0.88380 -0.18741
H -0.37603 1.51733 0.99066
H -4.17951 -2.00129 1.73360
H -0.19309 -1.29307 -2.80416
H 1.51869 0.10103 0.89305
H 0.88110 -2.07722 0.59979
H 0.95353 2.62061 1.10762
H 0.67915 0.76666 -3.94384
H -2.43335 -2.42835 -0.31564
H 0.98442 -0.59696 -1.27280
H 3.66061 1.12768 -0.35626
H -1.63652 0.50268 3.19513
H -1.01309 -1.59071 -0.04236
H 1.33122 1.78541 -0.55502
H -2.65041 0.27686 0.43982
H -2.43671 1.88207 -0.16644
H -2.96294 -2.14894 2.49919
H 0.32120 -1.36175 2.87611
H 2.54148 1.02949 1.47250
H 1.80648 -1.84276 -1.67109
H 1.70163 2.39704 2.35452
H -0.37604 -0.53069 1.88261
H 0.32106 1.28463 -1.98138
H 1.93420 1.30995 -4.39400
H 2.34856 -2.68059 0.58612
H -3.02791 0.65210 3.05325
H -0.07115 2.68315 -1.15901
H -1.56377 -0.79768 -2.61419
H -2.19770 0.54555 -1.16567
H 2.97940 0.05539 -1.22028
*
```


A molecular structure, C3H2AlO4 in a non-equilibrium geometry, computed with ωB97M-V/def2-TZVPD.

Calculated values
- calculated total energy (eV) = -17926.4266
- LUMO energy (alpha / beta) (eV) = -1.0 / -3.7
- relative energy (zero: lowest compared OMol25 entry of this formula, charge and spin) (kcal per mole) = 16.5
- maximum force (eV/Å) = 4.65

```
! RIJCOSX wB97M-V def2-TZVPD def2/J DEFGRID3
* xyz 0 2
Al 0.58595 1.80690 0.49605
O 1.99786 0.69506 0.04079
O -2.59643 -0.65627 -0.13860
O -0.53500 0.30479 0.27017
O -2.19743 1.52173 -0.58776
C 0.16773 -0.84045 0.27199
C -1.98214 0.39333 -0.16037
C 1.55595 -0.57773 0.07757
H 2.17004 -1.32011 0.62369
H 0.83346 -1.32724 -0.89354
*
```


Question: Which value of maximum force does entry 5 give?
Answer: 4.65 eV/Å


Question: Look up the maximum force of the second one.
Answer: 18.34 eV/Å


Question: relative energy (zero: lowest compared OMol25 entry of this formula, charge and spin) of number 2 (C3H25NO12)?
Answer: 83.1 kcal per mole


Please write out number 3 again, unchanged.
11 unconnected molecules or ions with the total composition C3H28NO11S2 in a non-equilibrium geometry, computed with ωB97M-V/def2-TZVPD.

Calculated values
- calculated total energy (eV) = -49243.1546
- LUMO energy (eV) = -2.5
- relative energy (zero: lowest compared OMol25 entry of this formula, charge and spin) (kcal per mole) = 0.0
- maximum force (eV/Å) = 2.15

```
! RIJCOSX wB97M-V def2-TZVPD def2/J DEFGRID3
* xyz 1 1
S 0.11610 0.44056 4.04928
S 1.72774 -0.42601 4.78557
O -3.43801 -1.97502 -1.36628
O -3.86563 0.14776 0.40600
O 0.81492 -2.96297 2.07385
O -2.65131 2.30602 -1.22873
O 4.26443 -1.34893 -0.55528
O -0.93336 -3.23983 -0.35153
O -1.75177 0.07753 -2.59526
O -0.70673 3.02297 0.68624
O 2.21886 2.73106 -0.48569
O 0.75942 -0.24942 -0.98152
O 0.66364 -0.07573 -4.04683
N 2.31820 0.44417 0.85376
C 0.99485 -0.03689 1.34105
C 0.18624 -0.34843 0.07791
C 0.40411 0.96522 2.34542
H -3.63865 -1.20124 -0.81683
H -4.22933 0.00942 1.28763
H 2.14596 0.77921 -0.11177
H 1.13238 -0.97405 1.88562
H -4.08235 -1.98711 -2.07906
H -0.90419 -0.40832 0.09407
H 5.11055 -1.64629 -0.22617
H 3.75227 -2.06712 -0.92955
H -0.92848 3.94791 0.56749
H 2.97347 3.29755 -0.68667
H -0.53375 1.36413 1.97057
H -0.84065 0.19491 -2.88915
H -2.59470 2.94842 -1.94439
H -2.03017 -0.74944 -2.19697
H -2.35968 1.47879 -1.68275
H 0.97670 1.89153 2.23672
H 0.14496 -0.22937 -4.84123
H 2.69779 1.27217 1.29449
H 1.59786 3.35975 -0.09036
H 1.43612 -3.66544 2.27219
H 2.97433 -0.28200 0.53809
H -3.82628 1.11183 0.33692
H -1.11258 -3.87589 -1.04308
H 0.22435 -3.20512 1.34777
H 1.20622 -0.86702 -3.97843
H -1.77744 -2.88379 -0.05556
H 2.70723 0.46598 4.49559
H -1.34363 2.44853 0.23685
*
```